This record from OMol25 describes C36H27N2O4PPt as an isolated structure in a non-equilibrium geometry. The level of theory is ωB97M-V with the def2-TZVPD basis set.

Its charge is 0. The value obtained for the HOMO-LUMO gap is 0.2359 Ha. The calculation puts the relative energy (zero: lowest compared OMol25 entry of this formula, charge and spin) at 0.00 kJ/mol. The maximum force comes out at 0.02429 Eh/bohr.

Last column: Mulliken charge in e.
CARTESIAN COORDINATES (ANGSTROEM)
Pt  0.269  -1.276  -1.429  2.06
P  -0.782  -1.135  0.584  1.30
O  0.039  -3.297  -1.330  -0.82
O  -1.957  -0.643  -2.580  -0.09
O  1.921  -4.217  -0.477  -0.62
O  2.320  -1.235  -2.174  -0.77
N  1.377  1.427  -1.446  -0.11
N  0.399  0.687  -1.770  -0.35
C  0.224  -4.929  1.749  -0.69
C  4.357  -0.799  -1.152  -0.78
C  -2.747  -1.388  -3.497  -1.18
C  -2.983  1.424  -3.209  -0.66
C  5.713  2.273  0.430  -0.84
C  -4.537  0.511  1.053  -0.77
C  -2.566  -0.792  0.592  0.49
C  -0.002  0.105  1.649  0.58
C  -1.791  3.481  -2.934  -0.83
C  0.780  -0.261  2.741  -0.89
C  5.375  3.580  0.687  -0.63
C  3.011  -0.412  -1.518  0.95
C  4.804  1.402  -0.191  0.78
C  -1.234  -4.005  3.424  -0.77
C  -4.722  -1.543  -0.182  -0.62
C  -0.713  2.778  -2.424  -0.32
C  -1.906  0.713  -2.697  0.48
C  -0.749  1.393  -2.274  0.55
C  -2.933  2.803  -3.326  -0.71
C  4.104  4.040  0.322  -0.81
C  5.175  0.044  -0.501  -0.89
C  -0.454  -5.054  2.949  -0.53
C  -1.323  -2.836  2.692  -0.06
C  -3.355  -1.726  -0.083  -0.71
C  -3.163  0.325  1.161  -0.23
C  0.813  -3.755  -0.361  -0.09
C  -0.649  -2.706  1.476  -0.10
C  3.194  3.194  -0.271  -0.17
C  2.577  0.922  -1.150  -0.19
C  1.427  0.712  3.493  -0.75
C  -0.124  1.456  1.317  -0.44
C  0.125  -3.764  0.993  0.62
C  1.287  2.052  3.169  -0.77
C  3.523  1.855  -0.540  0.73
C  0.508  2.423  2.080  -0.91
C  -5.317  -0.418  0.383  -0.58
H  2.209  3.550  -0.538  0.28
H  2.042  0.417  4.333  0.44
H  6.694  1.898  0.697  0.40
H  0.844  -5.732  1.372  0.50
H  -5.329  -2.274  -0.701  0.47
H  -3.782  3.340  -3.729  0.42
H  -4.996  1.385  1.498  0.45
H  -2.421  -2.420  -3.390  0.23
H  -3.872  0.888  -3.513  0.39
H  -1.766  -4.100  4.362  0.42
H  0.192  3.292  -2.137  0.46
H  -2.883  -2.593  -0.535  0.36
H  -1.920  -2.010  3.063  0.45
H  3.833  5.072  0.510  0.41
H  0.406  3.468  1.816  0.43
H  -2.567  1.052  1.700  0.45
H  -0.708  1.755  0.454  0.48
H  -6.386  -0.272  0.302  0.39
H  4.648  -1.810  -1.403  0.49
H  -2.578  -1.047  -4.520  0.44
H  -3.809  -1.314  -3.252  0.36
H  6.160  -0.294  -0.198  0.37
H  -1.727  4.556  -3.040  0.42
H  6.084  4.249  1.156  0.40
H  0.903  -1.305  2.994  0.40
H  -0.377  -5.971  3.519  0.40
H  1.792  2.808  3.756  0.42

This record from OMol25 describes a 2-piece molecular cluster, C6H17N2O overall in a non-equilibrium geometry. The level of theory is ωB97M-V with the def2-TZVPD basis set.

Its charge is +1. The value obtained for the HOMO-LUMO gap is 0.2694 Ha. The calculation puts the relative energy (zero: lowest compared OMol25 entry of this formula, charge and spin) at 449.57 kJ/mol. The maximum force comes out at 0.09306 Eh/bohr.

Last column: Mulliken charge in e.
CARTESIAN COORDINATES (ANGSTROEM)
O  -1.812  0.615  -1.415  -0.51
N  -2.474  0.825  0.758  -0.36
N  1.144  -0.106  -1.651  -0.26
C  -2.500  -1.380  -0.369  -1.37
C  1.446  1.123  0.484  -0.52
C  1.463  -1.476  0.438  -1.37
C  -1.637  -0.108  -0.245  0.05
C  1.328  -0.182  -0.342  0.82
C  2.945  1.254  0.826  -1.16
H  -2.760  0.513  -1.610  0.34
H  -2.138  1.659  0.357  0.31
H  -2.238  1.006  1.785  0.32
H  1.153  -1.314  1.483  0.34
H  1.310  1.987  -0.206  0.34
H  -3.508  -1.255  -0.898  0.38
H  -3.547  0.682  0.696  0.34
H  -2.639  -1.877  0.634  0.34
H  1.304  -1.097  -2.199  0.35
H  -1.955  -2.220  -0.909  0.29
H  0.800  1.244  1.364  0.32
H  3.508  1.457  -0.064  0.35
H  3.268  1.972  1.626  0.34
H  0.853  -2.381  0.103  0.37
H  0.821  0.708  -2.163  0.25
H  3.313  0.219  1.129  0.29
H  2.551  -1.868  0.389  0.43

This record from OMol25 describes a 8-piece molecular cluster, H16O8 overall in a non-equilibrium geometry. The level of theory is ωB97M-V with the def2-TZVPD basis set.

Its charge is 0. The value obtained for the HOMO-LUMO gap is 0.3632 Ha. The calculation puts the relative energy (zero: lowest compared OMol25 entry of this formula, charge and spin) at 675.65 kJ/mol. The maximum force comes out at 0.11618 Eh/bohr.

Last column: Mulliken charge in e.
CARTESIAN COORDINATES (ANGSTROEM)
O  -1.120  -1.495  0.145  -0.73
O  -0.580  0.413  0.369  -0.69
O  -1.792  -0.611  3.071  -0.62
O  -0.140  -3.053  -0.313  -0.51
O  -3.972  -1.889  0.917  -0.60
O  4.056  1.324  -0.374  -0.59
O  2.794  3.936  -1.869  -0.56
O  0.736  1.383  -2.000  -0.56
H  4.795  1.827  -0.153  0.32
H  2.712  3.372  -1.121  0.22
H  3.274  1.717  0.069  0.30
H  0.435  -3.779  -0.177  0.21
H  -0.716  -0.013  -0.537  0.35
H  2.897  4.788  -1.420  0.31
H  -1.360  -1.117  0.940  0.22
H  -1.171  0.030  3.110  0.29
H  -4.693  -1.951  0.265  0.31
H  -1.656  -2.314  0.188  0.43
H  -0.525  -3.305  -1.175  0.29
H  0.342  0.271  0.571  0.33
H  -2.523  -0.347  2.472  0.34
H  -3.281  -1.419  0.569  0.35
H  1.183  1.740  -1.232  0.28
H  0.424  0.432  -1.943  0.31

This record from OMol25 describes the molecule C5H3N3 in a non-equilibrium geometry. The level of theory is ωB97M-V with the def2-TZVPD basis set.

Its charge is 0. The value obtained for the HOMO-LUMO gap is 0.3130 Ha. The calculation puts the relative energy (zero: lowest compared OMol25 entry of this formula, charge and spin) at 312.84 kJ/mol. The maximum force comes out at 0.19154 Eh/bohr.

Last column: Mulliken charge in e.
CARTESIAN COORDINATES (ANGSTROEM)
N  -3.258  -0.903  -0.044  -0.43
N  2.170  -0.059  -0.204  -0.46
N  0.099  -1.263  0.362  -0.52
C  -0.239  0.126  0.301  0.67
C  1.227  0.811  0.214  -0.06
C  -2.438  0.012  -0.039  0.37
C  1.371  -1.359  -0.116  0.00
C  -1.327  0.820  -0.031  -0.54
H  1.510  1.931  0.255  0.33
H  -1.261  1.963  -0.408  0.27
H  2.145  -2.080  -0.290  0.37

This record from OMol25 describes a 5-piece molecular cluster, C11H22Br8O3 overall in a non-equilibrium geometry. The level of theory is ωB97M-V with the def2-TZVPD basis set.

Its charge is 0. The value obtained for the HOMO-LUMO gap is 0.3675 Ha. The calculation puts the relative energy (zero: lowest compared OMol25 entry of this formula, charge and spin) at 0.00 kJ/mol. The maximum force comes out at 0.03811 Eh/bohr.

Last column: Mulliken charge in e.
CARTESIAN COORDINATES (ANGSTROEM)
Br  25.447  1.349  8.811  -0.14
Br  24.089  -4.713  2.368  -0.15
Br  23.825  3.672  6.242  -0.18
Br  19.816  2.319  7.924  -0.18
Br  22.733  -0.932  9.324  -0.14
Br  23.092  -4.028  5.713  -0.07
Br  27.008  0.669  13.131  -0.18
Br  25.398  -2.878  10.235  -0.14
O  21.620  -5.523  10.306  -0.57
O  19.425  -5.589  9.799  -0.34
O  20.820  -6.640  8.541  -0.34
C  22.116  2.721  6.278  -0.54
C  27.006  0.769  11.158  -0.58
C  23.733  -3.662  9.607  -0.13
C  21.765  2.553  7.749  -0.23
C  22.563  -5.577  4.626  -0.50
C  20.698  -5.887  9.633  0.90
C  22.563  -2.795  10.040  -0.51
C  22.135  -7.002  8.195  -0.47
C  19.110  -4.951  11.013  -0.70
C  23.747  -6.060  3.799  -0.67
C  25.592  1.053  10.763  -0.55
H  23.636  -7.011  3.286  0.41
H  25.220  1.964  11.218  0.41
H  22.294  1.678  8.118  -0.10
H  21.390  3.317  5.729  0.39
H  19.363  -3.889  11.053  0.28
H  21.733  -5.321  3.978  0.45
H  22.432  -2.733  11.113  0.46
H  21.625  -3.098  9.583  0.15
H  18.052  -5.053  11.248  0.28
H  27.433  -0.160  10.798  0.33
H  23.610  -4.635  10.079  0.34
H  22.032  3.399  8.368  0.41
H  22.753  -7.179  9.073  0.34
H  22.290  -6.378  5.309  0.18
H  19.619  -5.381  11.882  0.31
H  23.791  -3.826  8.537  0.00
H  22.155  1.790  5.719  0.36
H  27.699  1.573  10.930  0.40
H  24.636  -6.131  4.421  0.38
H  24.918  0.237  11.007  0.30
H  22.612  -6.316  7.493  -0.02
H  22.076  -7.953  7.662  0.31

This record from OMol25 describes C24H49BNO10PtS5 as an isolated structure in a non-equilibrium geometry. The level of theory is ωB97M-V with the def2-TZVPD basis set.

Its charge is +1. The value obtained for the HOMO-LUMO gap (spin up / spin down) is 0.2817 / 0.2194 Ha. Its multiplicity is 3. The calculation puts the relative energy (zero: lowest compared OMol25 entry of this formula, charge and spin) at 0.00 kJ/mol. The maximum force comes out at 0.09975 Eh/bohr. As for the expectation value of S²: 2.00.

Last column: Mulliken charge in e.
CARTESIAN COORDINATES (ANGSTROEM)
Pt  -1.170  0.500  0.689  5.27
S  -2.454  -0.925  -2.257  1.02
S  1.761  -3.580  -3.256  1.11
S  -2.552  -2.418  2.049  1.02
S  -0.066  3.299  -1.355  1.12
S  -0.030  2.154  3.755  0.84
O  -2.027  -0.336  -3.506  -0.80
O  -0.054  4.566  -0.639  -0.78
O  -1.642  -0.764  -1.082  -1.76
O  -2.681  -3.305  0.908  -0.80
O  -0.332  2.033  -0.764  -1.55
O  0.663  -4.422  -2.814  -0.62
O  -0.625  3.216  4.532  -0.66
O  -0.768  1.413  2.726  -0.58
O  -2.230  -1.025  1.796  -0.68
O  2.997  -4.260  -3.594  -0.66
N  5.637  2.197  1.901  0.12
C  0.755  2.945  -3.897  -0.84
C  5.101  3.065  1.072  -1.06
C  1.148  -2.453  -4.576  -0.62
C  2.724  1.911  3.621  -0.08
C  -1.314  3.551  -2.645  -0.97
C  1.297  3.224  -2.573  -0.41
C  -4.248  -0.592  -1.891  -0.73
C  4.026  1.176  0.714  0.61
C  1.570  2.675  3.028  -0.13
C  1.738  -1.062  -4.346  -0.83
C  4.995  1.007  1.729  -1.48
C  -4.143  -2.435  3.035  -0.83
C  -4.238  -2.992  -2.478  -0.44
C  -0.852  2.762  -3.860  0.12
C  -4.950  -1.737  -2.662  -0.71
C  -2.745  -2.751  -2.583  -0.78
C  1.694  -0.815  -2.820  0.58
C  -1.657  -3.149  3.356  -0.73
C  0.842  1.039  4.873  -0.60
C  4.080  2.508  0.316  -0.04
C  2.184  -2.138  -2.107  -0.95
C  -2.122  -2.420  4.581  -0.10
C  -3.657  -2.094  4.475  -0.74
C  2.273  1.570  5.076  -0.92
B  0.849  -0.232  0.849  1.07
H  -0.892  1.673  -3.903  -0.27
H  -4.699  -1.712  2.438  0.48
H  -2.269  -3.036  -3.522  0.48
H  -4.487  -3.467  2.964  0.40
H  -5.999  -1.869  -2.395  0.43
H  3.260  0.462  0.449  0.71
H  3.264  -2.191  -1.966  0.54
H  1.603  3.740  3.257  0.53
H  0.270  0.910  5.792  0.52
H  0.927  3.652  -4.709  0.30
H  2.311  2.350  5.836  0.34
H  0.712  0.108  4.322  0.18
H  -1.857  -3.027  5.446  0.51
H  -1.878  -4.215  3.406  0.41
H  -0.641  -2.873  3.072  0.34
H  -4.906  -1.489  -3.723  0.31
H  1.479  -3.019  -5.446  0.55
H  1.791  -0.698  1.094  -0.23
H  5.362  0.127  2.237  0.37
H  1.643  4.255  -2.499  0.51
H  0.855  0.820  1.089  -0.76
H  2.721  -1.011  -4.815  0.40
H  -4.310  -0.682  -0.806  0.23
H  -1.568  -1.486  4.679  -0.22
H  0.726  -0.382  -2.568  -0.40
H  0.517  -0.295  -0.176  -0.90
H  -4.438  -3.215  -1.430  0.16
H  1.909  -2.309  -1.066  0.36
H  0.098  -0.744  1.429  -0.50
H  2.943  0.758  5.358  0.37
H  3.480  2.919  -0.482  0.29
H  -1.471  2.959  -4.736  0.47
H  -4.238  -2.589  5.253  0.36
H  2.139  2.647  -2.191  0.10
H  1.247  -0.211  -4.818  0.31
H  -2.275  -3.270  -1.748  0.39
H  5.592  4.027  1.055  0.42
H  -2.299  3.249  -2.288  0.40
H  -4.539  0.439  -2.094  0.48
H  3.606  2.533  3.464  0.34
H  1.628  2.464  1.960  -0.45
H  6.201  2.378  2.720  0.26
H  2.448  -0.100  -2.491  0.06
H  2.742  0.986  3.045  -0.04
H  -4.641  -3.716  -3.186  0.37
H  -3.849  -1.049  4.717  0.35
H  -1.463  4.627  -2.736  0.42
H  1.405  2.120  -4.190  0.24
H  0.063  -2.449  -4.474  0.04